13 unconnected molecules or ions with the total composition C13H52N26O13 in a non-equilibrium geometry. Source: OMol25; level of theory: ωB97M-V with the def2-TZVPD basis set.

Cartesian coordinates (Å):
C1 -3.33 1.93 -2.59
O1 -3.48 1.70 -1.43
N1 -4.24 2.05 -3.47
N2 -2.14 2.17 -3.18
H1 -5.12 1.81 -3.04
H2 -4.16 2.32 -4.44
H3 -1.33 2.11 -2.58
H4 -2.07 2.45 -4.15
C2 0.61 0.12 -0.40
O2 1.36 1.09 -0.54
N3 -0.70 0.10 -0.47
N4 1.07 -0.96 0.09
H5 -1.14 1.01 -0.44
H6 -1.16 -0.70 -0.07
H7 2.01 -1.08 0.42
H8 0.60 -1.85 0.12
C3 -2.36 3.48 2.73
O3 -3.59 3.74 2.80
N5 -1.59 3.52 3.80
N6 -1.71 3.14 1.62
H9 -2.04 3.53 4.70
H10 -0.67 3.15 3.63
H11 -2.23 3.22 0.76
H12 -0.71 3.23 1.72
C4 -1.76 -4.06 -0.65
O4 -1.53 -2.93 -0.33
N7 -2.10 -4.44 -1.86
N8 -1.32 -5.08 0.15
H13 -1.71 -3.88 -2.60
H14 -1.88 -5.40 -2.06
H15 -1.03 -4.94 1.11
H16 -1.33 -6.05 -0.14
C5 1.59 -4.04 2.68
O5 1.24 -5.17 2.78
N9 0.87 -2.98 2.42
N10 2.87 -3.71 2.65
H17 -0.07 -3.33 2.49
H18 1.27 -2.06 2.30
H19 3.17 -2.75 2.55
H20 3.41 -4.51 2.37
C6 4.74 3.03 -1.57
O6 5.53 3.95 -1.64
N11 4.85 1.92 -2.27
N12 3.68 2.92 -0.82
H21 4.05 1.44 -2.65
H22 5.59 1.92 -2.95
H23 3.11 2.09 -0.90
H24 3.37 3.73 -0.31
C7 -5.22 -2.48 0.25
O7 -4.96 -3.46 0.93
N13 -4.33 -1.84 -0.54
N14 -6.35 -1.84 0.31
H25 -3.39 -2.20 -0.56
H26 -4.55 -0.92 -0.88
H27 -6.44 -1.08 -0.35
H28 -7.12 -2.19 0.88
C8 2.51 4.05 2.22
O8 2.77 4.72 1.23
N15 3.00 4.33 3.43
N16 1.98 2.89 2.13
H29 3.63 5.12 3.51
H30 2.76 3.67 4.16
H31 1.65 2.41 2.96
H32 1.84 2.52 1.20
C9 -5.07 0.74 1.92
O9 -5.42 0.41 3.04
N17 -5.83 1.46 1.19
N18 -3.90 0.63 1.35
H33 -6.72 1.79 1.53
H34 -5.63 1.18 0.24
H35 -3.75 1.13 0.48
H36 -3.28 -0.06 1.75
C10 1.26 -2.00 -4.22
O10 1.40 -2.88 -3.43
N19 1.29 -0.76 -3.99
N20 1.10 -2.42 -5.43
H37 1.45 -0.28 -4.86
H38 1.59 -0.42 -3.08
H39 1.21 -1.69 -6.12
H40 1.04 -3.41 -5.63
C11 2.94 -5.01 -0.83
O11 3.95 -4.72 -1.46
N21 1.69 -4.62 -1.14
N22 2.87 -5.85 0.17
H41 1.68 -3.87 -1.82
H42 0.91 -5.04 -0.67
H43 2.02 -6.11 0.64
H44 3.76 -6.16 0.54
C12 3.97 -0.38 2.78
O12 2.85 -0.69 2.36
N23 4.25 0.25 3.92
N24 5.13 -0.77 2.26
H45 3.53 0.43 4.61
H46 5.21 0.49 4.15
H47 5.19 -1.17 1.33
H48 6.00 -0.55 2.71
C13 -0.47 5.37 -1.06
O13 -0.59 6.37 -0.32
N25 -1.13 5.17 -2.22
N26 0.46 4.45 -0.93
H49 -1.87 5.80 -2.48
H50 -0.89 4.44 -2.87
H51 0.37 3.57 -1.42
H52 1.15 4.53 -0.20

## Properties
Spin multiplicity: 2
HOMO-LUMO gap (alpha / beta), eV: 7.37 / 1.51
Maximum force, eV/Å: 7.39
Charge: +1
E, eV: -79684.204
E_HOMO (alpha / beta), eV: -10.41 / -10.40